Computed, not measured: a molecular structure, C17H23BrGeKN7, with the ωB97M-V functional and the def2-TZVPD basis.

Results
LUMO energy (eV): -0.17
Gap between HOMO and LUMO (eV): 5.24
Relative energy (zero: lowest compared OMol25 entry of this formula, charge and spin) (kcal/mol): 5.78
Calculated total energy (a.u.): -6295.7822

Positions of all 50 atoms, in Å:
K: 0.4654 0.4333 -0.8787
N: -2.1024 0.7360 1.6526
C: -1.6765 -0.5406 1.7822
N: -2.1831 -1.2461 2.7887
C: -1.7240 -2.4931 2.8775
N: -2.2782 -3.2908 3.8060
N: -0.8359 -3.0554 2.0421
C: -0.4085 -2.2547 1.0739
N: -0.8003 -0.9994 0.8710
C: 0.6220 -2.8462 0.1577
C: 1.0771 -4.1396 0.3945
C: 2.0445 -4.6615 -0.4454
C: 2.5317 -3.8759 -1.4775
C: 2.0198 -2.5945 -1.6310
N: 1.0770 -2.0945 -0.8456
H: -2.5809 1.1198 2.4506
H: -1.5303 1.3878 1.1381
H: -2.9100 -2.8936 4.4765
H: -1.9207 -4.2189 3.9329
H: 0.6776 -4.7048 1.2204
H: 2.4189 -5.6644 -0.2885
H: 3.2973 -4.2343 -2.1504
H: 2.3879 -1.9494 -2.4212
Br: -5.7394 -0.0472 -4.9277
C: -4.1509 0.1259 -3.9248
C: -4.0634 -0.4227 -2.6552
C: -2.8739 -0.2624 -1.9640
N: -1.8163 0.3851 -2.4476
C: -1.9267 0.9051 -3.6677
C: -3.0639 0.8059 -4.4518
H: -4.8906 -0.9563 -2.2115
H: -2.7641 -0.6789 -0.9681
H: -1.0611 1.4353 -4.0494
H: -3.0968 1.2483 -5.4360
C: 2.6340 3.8726 -0.7510
Ge: 2.4372 2.9333 0.9887
C: 3.5627 3.9925 2.2397
C: 0.5703 3.3531 1.5658
C: 2.5967 1.0630 0.7686
H: 2.5652 4.9555 -0.6430
H: 1.8607 3.5566 -1.4569
H: 3.6010 3.6350 -1.1975
H: 3.3263 5.0563 2.2235
H: 4.6142 3.8702 1.9729
H: 3.4391 3.6259 3.2601
H: 0.4412 4.4102 1.7998
H: 0.3002 2.7709 2.4496
H: -0.1411 3.1181 0.7642
H: 2.3579 0.5533 1.7102
H: 3.6137 0.7765 0.4824


Computed, not measured: C17H23BrN2O3S in the gas phase at a distorted geometry, with the ωB97M-V functional and the def2-TZVPD basis.

Results
LUMO energy (eV): 0.49
Gap between HOMO and LUMO (eV): 8.96
Relative energy (zero: lowest compared OMol25 entry of this formula, charge and spin) (kcal/mol): 32.91
SMILES string: CCCCN(C)S(=O)(=O)c1cc(Br)cc2c1N(C(=O)C1CC1)CC2
Calculated total energy (a.u.): -3968.9949

Positions of all 47 atoms, in Å:
C: -3.8347 -4.5478 0.0604
C: -2.8025 -3.5548 -0.4609
C: -2.7870 -2.2742 0.3693
C: -1.8227 -1.2135 -0.1673
N: -0.4534 -1.6763 -0.1053
C: 0.2155 -2.0367 -1.3278
S: 0.5388 -1.0522 1.0683
O: 1.0866 -2.1712 1.7829
O: -0.1689 -0.0706 1.8419
C: 2.0292 -0.2609 0.3897
C: 3.1614 -1.0531 0.2542
C: 4.4020 -0.4711 0.0754
Br: 5.9221 -1.5807 -0.1479
C: 4.5783 0.9109 0.1022
C: 3.4596 1.6925 0.2576
C: 2.1880 1.1112 0.3526
N: 1.2116 2.0893 0.4596
C: -0.0261 1.9311 -0.1097
O: -0.2557 0.9905 -0.8443
C: -1.0030 3.0026 0.2016
C: -2.4412 2.7620 -0.1749
C: -1.6372 3.7366 -0.9588
C: 1.8493 3.3612 0.7828
C: 3.3225 3.1842 0.3615
H: -4.8333 -4.1171 0.0239
H: -3.6154 -4.8153 1.0912
H: -3.8307 -5.4555 -0.5385
H: -3.0298 -3.3104 -1.5021
H: -1.8130 -4.0117 -0.4244
H: -3.7905 -1.8423 0.3926
H: -2.4946 -2.5115 1.3933
H: -1.8962 -0.3264 0.4636
H: -2.0700 -0.9376 -1.1955
H: -0.4243 -2.6970 -1.9106
H: 1.1266 -2.5718 -1.0672
H: 0.4645 -1.1540 -1.9286
H: 3.0571 -2.1227 0.3422
H: 5.5639 1.3421 0.0187
H: -0.8011 3.5591 1.1058
H: -2.6639 1.8108 -0.6322
H: -3.2011 3.1273 0.4977
H: -1.3231 3.4498 -1.9510
H: -1.8260 4.7930 -0.8399
H: 1.7752 3.5407 1.8608
H: 1.3625 4.1790 0.2511
H: 3.5221 3.6521 -0.6056
H: 4.0089 3.6101 1.0916


Computed, not measured: a molecular structure, C17H23Cl2GaGeNO2, with the ωB97M-V functional and the def2-TZVPD basis.

Results
LUMO energy (eV): 2.90
Gap between HOMO and LUMO (eV): 6.57
Total charge: -1
Relative energy (zero: lowest compared OMol25 entry of this formula, charge and spin) (kcal/mol): 76.70
Calculated total energy (a.u.): -5788.8904

Positions of all 47 atoms, in Å:
Ga: -1.4738 -1.6822 -1.3635
Cl: -3.9937 4.3451 -1.7624
C: -2.4785 3.7375 -1.1339
C: -1.2650 4.4292 -1.4948
C: -0.0391 3.8431 -1.5439
Cl: 1.2469 5.0299 -1.8507
C: 0.3981 2.4770 -1.4036
C: 1.7279 2.1452 -1.3013
C: 2.1790 0.8233 -1.2109
C: 1.2232 -0.1813 -1.2816
N: -0.0720 -0.0018 -1.3809
C: -0.6362 1.3429 -1.3590
C: -2.4435 2.6274 -0.4065
O: -3.0227 1.4113 -0.3258
H: -1.3409 5.4828 -1.7249
H: 2.4549 2.9460 -1.3021
H: 3.2277 0.5759 -1.1431
H: 1.5373 -1.2215 -1.2601
C: -2.5334 0.9652 2.7745
Ge: -0.9189 1.3380 1.7355
C: 0.3650 -0.1188 1.9401
C: -0.1055 3.0328 2.2946
C: -1.5125 1.5948 -0.1259
H: -2.3030 0.9379 3.8406
H: -2.9499 0.0028 2.4777
H: -3.2900 1.7286 2.5947
H: 0.6331 -0.2087 2.9951
H: 1.2671 0.0790 1.3619
H: -0.0571 -1.0665 1.6044
H: 0.0912 3.0371 3.3678
H: -0.7699 3.8635 2.0537
H: 0.8341 3.1870 1.7626
H: -1.3328 1.4345 -2.2068
C: 1.5614 -3.3149 0.7293
C: 0.7960 -3.8616 -0.4800
C: 0.2023 -5.2289 -0.1111
C: 1.7448 -4.0440 -1.6685
O: -0.2516 -3.0117 -0.8184
H: 2.3897 -3.9723 1.0096
H: 0.8820 -3.2295 1.5794
H: 1.9643 -2.3209 0.5229
H: 0.9787 -5.9504 0.1628
H: -0.3612 -5.6221 -0.9582
H: -0.4824 -5.1130 0.7302
H: 2.5988 -4.6754 -1.4064
H: 2.1224 -3.0813 -2.0170
H: 1.2077 -4.5111 -2.4958


Computed, not measured: a molecular structure, C17H23ClEuN2O4, with the ωB97M-V functional and the def2-TZVPD basis.

Results
LUMO energy (alpha / beta) (eV): 2.79 / 2.79
Gap between HOMO and LUMO (alpha / beta) (eV): 7.53 / 7.53
Total charge: -1
Multiplicity: 7
Relative energy (zero: lowest compared OMol25 entry of this formula, charge and spin) (kcal/mol): 1.18
Expectation value of S²: 12.016
Calculated total energy (a.u.): -2242.8324

Positions of all 48 atoms, in Å:
Eu: -0.6251 -0.1245 0.2191
C: -3.2657 0.2378 -0.5204
C: -2.5208 1.2305 -1.1900
C: -1.7076 0.5855 -2.1533
C: -1.9583 -0.8024 -2.0904
C: -2.9168 -1.0196 -1.0684
C: -3.5613 -2.3149 -0.6761
C: -1.4240 -1.8189 -3.0488
C: -0.8461 1.2856 -3.1572
C: -2.6680 2.7113 -1.0609
C: -4.3239 0.4392 0.5149
H: -4.6521 -2.2251 -0.7013
H: -3.2983 -2.6260 0.3409
H: -3.2814 -3.1241 -1.3541
H: -1.4838 -2.8309 -2.6418
H: -0.3720 -1.6396 -3.2821
H: -1.9812 -1.8053 -3.9946
H: -1.4340 1.6435 -4.0109
H: -0.0699 0.6258 -3.5519
H: -0.3452 2.1517 -2.7188
H: -3.2225 3.1164 -1.9151
H: -1.7013 3.2114 -1.0152
H: -3.2115 2.9849 -0.1565
H: -5.3166 0.2313 0.1022
H: -4.3346 1.4647 0.8855
H: -4.1728 -0.2151 1.3729
C: 3.1677 0.1081 2.2921
C: 1.9179 -0.1421 3.0642
N: 0.7313 -0.3289 2.5429
C: -0.1414 -0.5069 3.5880
C: 0.5330 -0.4312 4.7692
N: 1.8364 -0.2019 4.4134
C: 0.1958 -0.5300 6.2082
O: -1.0595 -0.7653 6.5138
O: 1.0815 -0.4102 7.0312
C: -1.5829 -0.7283 3.2955
O: -2.3782 -0.8612 4.2394
O: -1.8811 -0.7595 2.0571
H: 2.8956 0.2713 1.2525
H: 3.8450 -0.7490 2.3470
H: 3.6921 0.9921 2.6625
H: 2.5732 -0.0890 5.0901
H: -1.6323 -0.8193 5.6747
Cl: 0.3861 2.2160 0.4811
C: 1.1693 -1.7116 -0.5429
H: 1.5348 -2.3589 0.2685
H: 2.0514 -1.1662 -0.9131
H: 0.8737 -2.3849 -1.3606


Computed, not measured: a molecular structure, C17H23CoN6O10S2 at a distorted geometry, with the ωB97M-V functional and the def2-TZVPD basis.

Results
LUMO energy (alpha / beta) (eV): 0.37 / -1.68
Gap between HOMO and LUMO (alpha / beta) (eV): 9.58 / 7.50
Multiplicity: 5
Relative energy (zero: lowest compared OMol25 entry of this formula, charge and spin) (kcal/mol): 0.00
Expectation value of S²: 6.010
Calculated total energy (a.u.): -3921.8055

Positions of all 59 atoms, in Å:
Co: -1.5295 -0.4429 0.2588
O: -0.8723 -2.2804 -0.4859
S: -1.3368 -3.0391 0.7097
O: -2.2111 -4.1325 0.4281
O: -1.8735 -2.0051 1.6265
C: 0.1161 -3.7495 1.4707
C: -0.0026 -5.0862 1.8300
C: 1.0719 -5.7712 2.3744
C: 2.2843 -5.1264 2.5438
C: 2.4076 -3.7897 2.2012
C: 1.3316 -3.0879 1.6751
S: 1.6419 -1.3559 1.3563
O: 2.6204 -0.9618 2.3715
O: 2.1676 -1.2324 0.0060
O: 0.3688 -0.6526 1.5433
H: -0.9462 -5.5822 1.6577
H: 0.9593 -6.8098 2.6549
H: 3.1345 -5.6563 2.9526
H: 3.3391 -3.2667 2.3635
N: 0.0491 0.5125 -0.8282
C: 0.5122 1.6436 -0.0270
C: 0.8995 2.8241 -0.9163
C: 1.2258 4.1566 -0.2382
C: 2.1756 4.1021 0.9652
N: 3.1099 2.9820 0.9499
C: 2.9598 1.8982 1.7172
N: 3.7909 0.8510 1.5789
N: 2.0142 1.8414 2.6475
C: -0.5193 1.9683 1.0639
O: -0.2186 2.7666 1.9479
O: -1.6458 1.3726 0.9387
H: 0.7559 -0.2211 -0.8991
H: -0.2984 0.7799 -1.7526
H: 1.3935 1.3010 0.4998
H: 0.1049 3.0095 -1.6443
H: 1.7620 2.4858 -1.4995
H: 0.3175 4.6419 0.1191
H: 1.6359 4.8026 -1.0191
H: 1.5894 4.0117 1.8724
H: 2.7422 5.0306 1.0427
H: 3.8065 2.9475 0.2244
H: 4.3898 0.8151 0.7722
H: 3.4307 -0.0420 1.9025
H: 1.1756 2.4163 2.5253
H: 1.8274 0.9122 3.0246
C: -3.4473 1.0453 -5.0427
N: -3.5518 0.5110 -3.6923
C: -4.7168 -0.0125 -3.2146
C: -4.8390 -0.4846 -1.9589
C: -3.6615 -0.4128 -1.1462
O: -3.5588 -0.8090 0.0492
N: -2.5280 0.0904 -1.6381
C: -2.4141 0.5869 -2.8863
O: -1.3845 1.0951 -3.3303
H: -4.4065 0.9239 -5.5396
H: -2.6753 0.5161 -5.5977
H: -3.1803 2.0999 -5.0102
H: -5.5386 -0.0252 -3.9178
H: -5.7554 -0.9060 -1.5807


Computed, not measured: 2 unconnected molecules or ions with the total composition C17H23F9N2O3S at a distorted geometry, with the ωB97M-V functional and the def2-TZVPD basis.

Results
LUMO energy (eV): -0.20
Gap between HOMO and LUMO (eV): 8.64
SMILES string: CCCCNN(Cc1ccccc1C)S(=O)(=O)F.FC(F)C(F)(F)COC(F)(F)C(F)F
Calculated total energy (a.u.): -2293.4970

Positions of all 55 atoms, in Å:
C: 5.1967 -0.9579 2.4417
C: 4.9284 0.3755 1.5644
C: 3.3152 0.6356 1.5563
C: 2.8204 0.9686 3.0500
N: 1.6426 1.8817 3.1277
N: 0.5320 1.3881 2.4605
C: -0.7066 1.4002 3.3006
C: -1.7641 0.3589 2.6414
C: -1.3677 -1.1634 2.5212
C: -2.3738 -2.1815 1.8779
C: -3.7596 -1.7543 1.3105
C: -4.1498 -0.2632 1.4426
C: -3.1684 0.7729 2.1152
C: -3.7143 2.2802 2.2075
S: 0.3681 2.4029 1.0290
O: 0.4609 1.4585 -0.1610
O: 1.4703 3.4463 1.0179
F: -1.0753 3.2886 0.9982
H: 4.1867 -1.4744 2.5802
H: 5.9407 -1.6015 1.8334
H: 5.6596 -0.6312 3.4498
H: 5.2519 0.2678 0.4685
H: 5.4877 1.3057 1.9658
H: 2.7960 -0.2990 1.1503
H: 3.1473 1.4753 0.8006
H: 3.7000 1.4779 3.5889
H: 2.6156 -0.0382 3.5643
H: 1.4402 2.1584 4.0969
H: -1.1870 2.4289 3.4330
H: -0.5052 0.9736 4.3578
H: -0.3730 -1.5734 2.8901
H: -2.0584 -3.2746 1.8337
H: -4.5181 -2.4537 0.8271
H: -5.1627 0.1062 1.0467
H: -3.3126 2.8513 3.1226
H: -4.8632 2.2281 2.2827
H: -3.5023 2.8750 1.2396
F: -2.3521 -0.3823 -3.9034
C: -1.6227 0.6751 -4.3027
F: -2.4383 1.4229 -5.0900
C: -0.3565 0.2755 -5.0598
F: -0.6544 -0.3260 -6.2375
F: 0.3092 1.4227 -5.3894
C: 0.6341 -0.6127 -4.2756
O: 0.5533 -2.0312 -4.4930
C: -0.4261 -2.7462 -3.7648
F: -0.8969 -1.9683 -2.7723
F: 0.2292 -3.7634 -3.1569
C: -1.5326 -3.3224 -4.6593
F: -2.1258 -2.3707 -5.4086
F: -2.5073 -3.8928 -3.9081
H: -1.3736 1.2750 -3.4220
H: 1.6320 -0.3503 -4.6424
H: 0.6601 -0.3658 -3.2109
H: -1.1296 -4.0788 -5.3371